Here is an isolated molecule of C17H30N2O5 from the Open Molecules 2025 dataset. Energies are from wB97M-V/def2-TZVPD.

Computed properties:
LUMO   0.5 eV
Gap between HOMO and LUMO   9.85 eV
Net charge   0

Geometry as XYZ:
```
54
Properties=species:S:1:pos:R:3:forces:R:3:nbo_charge:R:1
C 2.392574 -0.906240 -1.763566 -0.12 0.19 -0.06 -0.62
H 2.880102 -1.562038 -1.046271 0.10 -0.11 0.09 0.20
H 1.420961 -1.318811 -2.016491 -0.04 -0.14 -0.05 0.23
C 2.246202 0.500734 -1.191301 0.22 -0.06 0.21 -0.22
C 3.608985 1.191344 -1.132111 -0.30 -0.01 -0.09 -0.60
H 4.049376 1.252522 -2.124587 0.10 0.01 -0.09 0.21
H 3.520477 2.201014 -0.734950 0.04 0.12 0.06 0.20
H 4.286515 0.631392 -0.491492 0.13 -0.06 0.09 0.20
C 1.628906 0.496249 0.212482 -0.24 0.16 -0.29 -0.39
H 2.255039 -0.102823 0.876779 -0.01 0.03 0.07 0.22
H 1.634813 1.519084 0.594636 0.04 0.08 0.05 0.20
C 0.193872 -0.065450 0.315624 0.15 -0.08 0.29 -0.14
N 0.200571 -1.504426 0.436387 -0.10 -0.11 -0.43 -0.63
C -0.099187 -2.104027 1.613376 0.18 0.07 -0.26 0.90
O -0.170103 -1.515215 2.668361 -0.09 0.08 0.39 -0.68
O -0.259385 -3.423513 1.419238 0.00 -0.09 -0.17 -0.53
C -0.539753 -4.301140 2.533945 -0.14 -0.34 0.55 0.27
C -1.865640 -3.915529 3.190486 0.23 0.13 -0.17 -0.64
H -2.660457 -3.907768 2.447524 -0.10 -0.04 -0.06 0.21
H -1.788781 -2.926526 3.633560 -0.05 0.00 0.05 0.24
H -2.113944 -4.633849 3.966813 -0.04 -0.12 0.07 0.21
C 0.604704 -4.259558 3.546567 -0.13 0.19 -0.24 -0.64
H 0.420877 -4.981497 4.337375 -0.02 -0.12 0.07 0.21
H 0.681077 -3.267450 3.982647 0.03 -0.01 0.07 0.24
H 1.545222 -4.502511 3.056563 0.10 -0.07 -0.03 0.21
C -0.641915 -5.688093 1.897611 0.06 0.47 0.01 -0.61
H 0.293331 -5.941280 1.405568 0.11 -0.06 -0.04 0.21
H -0.856803 -6.431776 2.659201 -0.02 -0.07 0.09 0.21
H -1.435222 -5.698360 1.155061 -0.10 -0.03 -0.07 0.22
H 0.045321 -2.020764 -0.419237 -0.06 0.02 0.13 0.43
H -0.264425 0.308182 1.239303 0.06 0.00 -0.21 0.24
C -0.660171 0.291703 -0.905397 -0.03 -0.14 0.43 0.70
O -0.890349 -0.556093 -1.752619 0.06 -0.24 -0.24 -0.66
N -1.144538 1.544369 -1.002715 -0.21 0.17 -0.13 -0.44
C -0.946480 2.644919 -0.091527 0.36 0.21 0.20 -0.21
H -0.456119 2.313603 0.820882 -0.07 0.00 -0.01 0.22
C -0.122387 3.743118 -0.769027 -0.18 0.05 0.13 -0.40
H 0.011970 4.581631 -0.085774 0.07 -0.03 0.00 0.23
H 0.859677 3.346343 -1.030988 0.05 -0.02 0.02 0.21
C -0.823346 4.214176 -2.050139 0.12 -0.04 -0.10 -0.33
C -2.078140 5.000995 -1.721496 -0.07 -0.07 -0.23 0.80
O -3.182047 4.779996 -2.138755 -0.17 -0.07 -0.08 -0.59
O -1.815762 6.030635 -0.904905 0.30 0.42 0.41 -0.69
H -2.625504 6.534303 -0.725693 -0.02 -0.25 -0.19 0.50
C -1.132485 3.019279 -2.955116 -0.27 0.13 0.16 -0.40
C -1.885026 1.931799 -2.189065 -0.06 -0.15 -0.49 -0.24
H -2.009239 1.042993 -2.808735 -0.05 0.15 0.10 0.25
H -2.869876 2.304050 -1.893112 0.05 -0.06 0.00 0.21
H -1.741727 3.342263 -3.799129 0.05 -0.02 -0.05 0.23
H -0.195407 2.610881 -3.337267 0.03 -0.01 -0.02 0.21
H -0.162852 4.915556 -2.573090 -0.06 -0.02 0.06 0.24
H -1.932573 3.045680 0.176484 0.05 -0.05 0.10 0.20
H 1.596269 1.076024 -1.861015 0.00 0.03 0.00 0.19
H 2.992802 -0.880102 -2.670904 0.06 -0.04 -0.10 0.21
```
Forces are in eV/Å.